Computed, not measured: a structure of composition C5H12OS2 at a distorted geometry, with ωB97M-V/def2-TZVPD.

Summary:
E_LUMO	-3.4	eV
molecular weight	152.284	g/mol
max |F|	3.7	eV/Å

Geometry as XYZ:
```
20
C5H12OS2 (ωB97M-V/def2-TZVPD)
C 0.287 0.476 -1.202
C 0.356 1.469 -2.352
O -0.607 1.218 -3.786
C -0.448 -0.827 -1.423
S -0.611 -1.601 0.186
S 1.275 0.982 1.847
C -0.307 0.408 2.228
C -0.315 -0.814 3.161
H -0.051 0.838 -0.244
H 1.276 0.187 -0.856
H 1.375 1.797 -2.522
H -0.498 2.086 -2.320
H 0.181 0.632 -3.431
H 0.214 -1.512 -1.972
H -1.431 -0.708 -1.837
H -0.885 0.094 1.255
H -0.930 1.220 2.621
H 0.557 -0.820 3.810
H -1.270 -1.041 3.627
H -0.047 -1.695 2.556
```

=====

Computed, not measured: a cluster of 2 separate species, C5H12OSSi in total at a distorted geometry, with ωB97M-V/def2-TZVPD.

Summary:
E_LUMO (spin up / spin down)	-0.2 / -0.2	eV
molecular weight	148.303	g/mol
max |F|	4.5	eV/Å

Geometry as XYZ:
```
20
C5H12OSSi (ωB97M-V/def2-TZVPD)
C 2.580 -1.868 1.273
C 1.295 -1.542 1.942
C 1.419 1.934 0.688
C -1.752 0.592 0.894
C 0.150 0.180 -1.572
O 1.198 -4.214 1.642
Si 0.058 0.774 0.246
S 1.105 -2.964 0.869
H 2.891 -1.199 0.476
H 3.389 -2.268 1.795
H 1.255 -1.592 3.070
H 1.997 1.416 1.486
H 2.084 2.249 -0.150
H 0.883 2.826 1.095
H -1.724 0.572 1.931
H -2.515 1.358 0.571
H -2.241 -0.244 0.336
H -0.013 0.936 -2.266
H 0.955 -0.455 -1.870
H -0.878 -0.408 -1.943
```

=====

Computed, not measured: a cluster of 2 separate species, C5H12OSi2 in total at a distorted geometry, with ωB97M-V/def2-TZVPD.

Summary:
E_LUMO (spin up / spin down)	-0.1 / 0.2	eV
molecular weight	144.322	g/mol
max |F|	2.8	eV/Å

Geometry as XYZ:
```
20
C5H12OSi2 (ωB97M-V/def2-TZVPD)
C 1.870 1.572 1.508
C 0.746 -0.478 -2.461
C 0.572 1.674 1.206
C 0.883 -0.106 -1.172
C 1.007 -2.357 1.185
O -1.859 0.714 -0.005
Si -3.429 0.573 -0.404
Si -0.278 0.270 0.172
H 2.425 2.360 1.951
H 2.375 0.641 1.323
H 1.545 -0.955 -2.952
H -0.159 -0.420 -2.944
H -0.012 2.520 1.510
H 1.882 -0.143 -0.769
H 0.679 -2.150 2.196
H 0.789 -3.314 0.614
H 1.948 -1.883 0.883
H -4.189 -0.503 0.330
H -3.685 2.062 -0.277
H -3.113 -0.078 -1.893
```

=====

Computed, not measured: an isolated molecule of C5H12OSi2 at a distorted geometry, with ωB97M-V/def2-TZVPD.

Summary:
SMILES	[SiH3]CC1=C([SiH3])OCC1
E_LUMO	0.9	eV
molecular weight	144.322	g/mol
max |F|	4.2	eV/Å

Geometry as XYZ:
```
20
C5H12OSi2 (ωB97M-V/def2-TZVPD)
Si -2.341 0.579 0.615
C -1.276 0.162 -0.938
C 0.027 -0.325 -0.433
C 1.109 0.388 -0.064
Si 1.251 2.239 -0.069
O 2.138 -0.490 0.557
C 1.682 -1.765 0.472
C 0.312 -1.767 -0.274
H -3.623 0.865 -0.005
H -1.613 1.650 1.443
H -2.699 -0.698 1.468
H -1.051 0.978 -1.596
H -1.754 -0.606 -1.465
H 0.413 2.434 -1.178
H 2.635 2.354 -0.473
H 0.961 3.026 1.240
H 1.565 -2.111 1.542
H 2.383 -2.471 0.024
H -0.405 -2.108 0.336
H 0.287 -2.334 -1.202
```

=====

> Which of these has the highest max |F|?

C5H12OSSi